1.
Below is a molecular structure, C28H25CoFIN5O7, with properties calculated with ωB97M-V/def2-TZVPD.

Properties
LUMO level (spin up / spin down)   3.472 / 3.476 eV
Net charge   -2
DFT total energy   -3662.9235 a.u.
Energy relative to the best compared isomer or geometry (same formula, charge and spin)   91.01 kJ/mol
Multiplicity   2
Kohn-Sham gap (spin up / spin down)   4.18 / 4.45 eV

Atoms and positions in Å:
1 Co -0.345 -0.183 -0.190
2 C -6.263 3.014 2.048
3 O -5.466 3.976 1.415
4 C -4.211 3.584 0.987
5 C -3.494 4.574 0.290
6 C -2.227 4.302 -0.148
7 C -1.594 3.065 0.063
8 C -0.253 2.798 -0.371
9 C 0.572 3.869 -1.082
10 O 0.353 1.731 -0.195
11 C -2.331 2.023 0.745
12 O -1.886 0.875 0.997
13 C -3.656 2.354 1.187
14 H -7.219 3.497 2.247
15 H -5.820 2.678 2.989
16 H -6.427 2.142 1.407
17 H -3.957 5.537 0.129
18 H -1.714 5.084 -0.692
19 H 0.098 4.843 -1.142
20 H 0.786 3.507 -2.087
21 H 1.519 3.959 -0.551
22 H -4.175 1.563 1.705
23 C -0.680 2.869 3.821
24 C 0.383 1.856 3.622
25 N 0.458 1.060 2.595
26 C 1.536 0.260 2.780
27 C 2.156 0.587 3.983
28 N 1.395 1.617 4.498
29 C 3.315 0.079 4.707
30 O 4.005 -0.894 4.143
31 O 3.623 0.558 5.794
32 C 1.838 -0.792 1.784
33 O 2.857 -1.508 1.959
34 O 1.035 -0.937 0.831
35 H -1.468 2.664 3.102
36 H -0.302 3.876 3.642
37 H -1.078 2.813 4.832
38 H 1.597 2.066 5.378
39 H 3.582 -1.191 3.231
40 N 5.276 -0.099 -5.045
41 C 5.906 -0.393 -6.215
42 C 7.093 0.040 -6.767
43 C 7.434 -0.469 -8.021
44 C 6.607 -1.373 -8.675
45 C 5.412 -1.813 -8.127
46 C 5.043 -1.317 -6.874
47 N 3.943 -1.553 -6.123
48 C 4.074 -0.813 -5.017
49 C 3.144 -0.690 -3.965
50 C 3.355 0.154 -2.841
51 C 2.408 0.243 -1.858
52 N 1.248 -0.427 -1.874
53 C 1.022 -1.216 -2.938
54 C 1.903 -1.379 -3.971
55 H 5.603 0.523 -4.330
56 H 7.734 0.742 -6.247
57 H 8.361 -0.152 -8.485
58 H 6.910 -1.747 -9.647
59 H 4.781 -2.517 -8.652
60 H 4.262 0.738 -2.745
61 H 2.564 0.894 -1.009
62 H 0.065 -1.720 -2.936
63 H 1.672 -2.023 -4.806
64 I -1.975 -2.100 1.960
65 C -1.241 -1.924 -0.055
66 H -2.133 -2.031 -0.669
67 H -0.593 -2.791 -0.182
68 F -1.407 0.221 -1.532



2.
Below is 2 unconnected molecules or ions with the total composition C3H8ClN3, with properties calculated with ωB97M-V/def2-TZVPD.

Properties
LUMO level (spin up / spin down)   -10.802 / -10.801 eV
Net charge   +2
DFT total energy   -742.7737 a.u.
Energy relative to the best compared isomer or geometry (same formula, charge and spin)   338.03 kJ/mol
Multiplicity   1
Kohn-Sham gap (spin up / spin down)   8.36 / 8.36 eV

Atoms and positions in Å:
1 C -0.603 2.138 -0.680
2 C -0.003 -0.380 1.049
3 C 0.099 -2.880 0.881
4 N 0.347 1.271 -0.316
5 N -0.397 3.340 -1.104
6 N 0.096 -1.429 0.317
7 Cl -0.089 0.220 2.581
8 H -1.721 1.800 -0.569
9 H 0.221 -2.797 1.932
10 H 0.881 -3.485 0.402
11 H -0.753 -3.540 0.735
12 H 1.302 1.721 -0.176
13 H -1.165 3.832 -1.545
14 H 0.536 3.687 -1.104
15 H -0.011 -1.589 -0.719



3.
Below is a gas-phase ion, C11H14NO (charge -1), with properties calculated with ωB97M-V/def2-TZVPD.

Properties
LUMO level   3.576 eV
Net charge   -1
DFT total energy   -557.4169 a.u.
Energy relative to the best compared isomer or geometry (same formula, charge and spin)   127.22 kJ/mol
Multiplicity   1
Kohn-Sham gap   5.74 eV

Atoms and positions in Å:
1 C 1.394 2.530 0.232
2 C 2.680 1.921 0.341
3 C 0.281 1.735 0.311
4 C 2.742 0.562 0.249
5 C 0.310 0.355 0.056
6 C 1.605 -0.312 -0.007
7 C -1.508 -0.425 -1.362
8 C -1.040 -0.349 0.045
9 C -2.669 -0.922 -1.776
10 C -0.951 -1.725 0.581
11 C -2.039 0.385 1.003
12 N 1.699 -1.581 -0.271
13 O 3.050 -2.089 -0.375
14 H 1.183 3.575 0.127
15 H 3.627 2.530 0.095
16 H -0.702 2.263 0.463
17 H 3.617 0.062 0.411
18 H -0.626 -0.048 -1.920
19 H -3.422 -1.409 -1.081
20 H -2.979 -0.998 -2.867
21 H 3.577 -1.490 -0.764
22 H -0.355 -1.684 1.534
23 H -0.698 -2.645 0.065
24 H -1.985 -1.885 0.949
25 H -1.620 0.386 2.084
26 H -3.012 -0.187 1.154
27 H -2.161 1.441 0.719



4.
Below is 11 unconnected molecules or ions with the total composition C42H91N8O12, with properties calculated with ωB97M-V/def2-TZVPD.

Properties
LUMO level   -7.059 eV
Net charge   +3
DFT total energy   -2994.7672 a.u.
Multiplicity   1
Kohn-Sham gap   3.95 eV

Atoms and positions in Å:
1 C 3.602 -3.596 -2.823
2 C 2.280 -3.886 -3.569
3 N 1.789 -5.300 -3.413
4 C 2.455 -6.459 -3.681
5 C 1.661 -7.530 -3.369
6 N 0.499 -7.042 -2.782
7 C 0.595 -5.657 -2.888
8 C -0.713 -7.761 -2.357
9 H 3.649 -4.056 -1.835
10 H 3.741 -2.515 -2.797
11 H 4.444 -4.118 -3.279
12 H 2.238 -3.648 -4.632
13 H 1.471 -3.224 -3.259
14 H 3.464 -6.371 -4.057
15 H 1.748 -8.600 -3.489
16 H -0.255 -5.041 -2.636
17 H -1.154 -8.173 -3.265
18 H -1.431 -7.048 -1.952
19 H -0.675 -8.540 -1.596
20 C 0.999 3.864 5.517
21 C 0.396 4.510 4.312
22 C -0.343 3.576 3.296
23 N -1.370 4.455 2.414
24 C -2.283 5.283 3.296
25 C -2.174 3.627 1.400
26 C -2.170 4.386 0.039
27 C -1.441 5.731 0.327
28 C -0.514 5.451 1.530
29 H 0.423 3.124 6.072
30 H 1.455 4.581 6.200
31 H 1.899 3.405 5.108
32 H 1.028 5.214 3.771
33 H -0.319 5.146 4.834
34 H -1.069 2.972 3.840
35 H 0.263 2.887 2.706
36 H -2.614 4.528 4.009
37 H -3.098 5.490 2.604
38 H -1.755 6.165 3.657
39 H -3.165 3.473 1.828
40 H -1.621 2.690 1.342
41 H -3.209 4.640 -0.172
42 H -1.858 3.821 -0.839
43 H -2.095 6.594 0.462
44 H -0.889 5.933 -0.591
45 H -0.108 6.350 1.994
46 H 0.323 4.806 1.263
47 C -1.981 1.275 -5.875
48 C -3.169 0.932 -4.928
49 C -3.013 1.361 -3.414
50 N -4.207 1.131 -2.446
51 C -5.463 1.926 -2.984
52 C -3.931 1.711 -0.988
53 C -4.529 0.723 -0.010
54 C -5.032 -0.494 -0.754
55 C -4.531 -0.354 -2.151
56 H -1.553 2.259 -5.682
57 H -2.288 1.075 -6.901
58 H -1.094 0.671 -5.678
59 H -3.412 -0.116 -5.106
60 H -4.025 1.481 -5.320
61 H -2.892 2.444 -3.427
62 H -2.053 0.989 -3.058
63 H -5.893 1.258 -3.731
64 H -5.240 2.874 -3.474
65 H -6.104 2.103 -2.120
66 H -4.343 2.719 -0.946
67 H -2.846 1.754 -0.889
68 H -5.406 1.134 0.490
69 H -3.834 0.333 0.733
70 H -6.117 -0.429 -0.671
71 H -4.769 -1.438 -0.278
72 H -5.147 -0.621 -3.010
73 H -3.587 -0.896 -2.206
74 C 2.200 -4.811 0.501
75 C 1.319 -4.628 1.704
76 O 1.421 -3.780 2.648
77 N 0.513 -5.919 1.969
78 H -0.308 -5.813 1.391
79 H 0.986 -6.683 1.508
80 C 0.185 -6.162 3.507
81 H 2.680 -3.847 0.334
82 H 1.647 -5.011 -0.417
83 H 2.952 -5.550 0.780
84 H -0.396 -5.289 3.807
85 H 1.068 -6.020 4.130
86 H -0.276 -7.129 3.705
87 C -0.410 -2.071 -1.050
88 C -0.823 -1.236 0.126
89 O -1.899 -1.382 0.784
90 N 0.254 -0.295 0.702
91 H 1.166 -0.625 0.421
92 H 0.269 0.554 0.155
93 C 0.192 -0.056 2.219
94 H 0.472 -2.647 -0.769
95 H -0.090 -1.484 -1.911
96 H -1.147 -2.746 -1.484
97 H 1.081 0.540 2.423
98 H 0.353 -1.055 2.623
99 H -0.749 0.396 2.535
100 C 1.198 0.095 -4.095
101 C 2.242 1.137 -3.928
102 O 2.210 2.208 -4.512
103 N 3.481 0.855 -3.087
104 H 3.131 0.196 -2.407
105 H 4.098 0.340 -3.698
106 C 4.074 2.158 -2.438
107 H 1.124 -0.090 -5.166
108 H 0.232 0.473 -3.760
109 H 1.310 -0.878 -3.616
110 H 4.093 2.929 -3.208
111 H 5.056 1.779 -2.155
112 H 3.630 2.623 -1.558
113 C 5.112 4.133 5.364
114 C 4.492 3.893 3.941
115 O 3.944 4.796 3.238
116 N 4.459 2.442 3.450
117 H 5.384 2.188 3.134
118 H 4.173 1.852 4.218
119 C 3.488 2.191 2.272
120 H 4.526 4.005 6.274
121 H 5.484 5.157 5.362
122 H 5.992 3.516 5.549
123 H 2.524 2.454 2.709
124 H 3.598 1.148 1.973
125 H 3.847 2.779 1.428
126 C -3.580 -4.172 -0.107
127 C -2.450 -4.827 0.619
128 O -1.579 -5.524 -0.043
129 O -2.526 -4.877 1.858
130 H -4.554 -4.332 0.355
131 H -3.592 -4.536 -1.134
132 H -3.480 -3.086 -0.114
133 C 1.309 3.968 -1.610
134 C 0.891 2.681 -0.929
135 O 1.265 2.395 0.230
136 O 0.164 1.896 -1.562
137 H 1.944 4.602 -0.991
138 H 0.505 4.598 -1.990
139 H 1.889 3.664 -2.482
140 C 4.975 -0.655 -0.333
141 C 3.505 -0.949 0.018
142 O 3.206 -1.396 1.120
143 O 2.720 -0.769 -0.977
144 H 5.159 -0.926 -1.372
145 H 5.759 -1.114 0.269
146 H 5.209 0.409 -0.375
147 C -2.277 -0.039 5.122
148 C -3.574 0.441 4.581
149 O -4.634 0.242 5.269
150 O -3.577 1.157 3.551
151 H -1.796 -0.729 4.429
152 H -2.443 -0.539 6.077
153 H -1.641 0.845 5.179